9
Properties=species:S:1:pos:R:3:forces:R:3 method="wB97M-V/def2-TZVPD" homo_energy_ha="-0.3653 / -0.3617" de_lowest_kj_mol=777.1 fmax_ha_per_bohr=0.086 orbital_gap_ev="8.740 / 8.670"
C 1.295 0.539 -0.013 2.950 -0.886 -2.651
C 0.078 0.195 0.686 -0.534 0.276 -1.844
C -0.928 -0.418 -0.278 -0.281 0.888 0.724
O 2.569 -0.132 -1.485 -2.653 1.521 3.217
O 0.627 1.584 0.259 0.120 -0.529 -0.212
Cl -0.044 -0.029 2.352 0.030 -0.132 0.457
H -1.164 0.128 -1.192 1.211 0.098 -0.203
H -1.918 -0.477 0.097 -0.826 -0.405 1.175
H -0.515 -1.390 -0.426 -0.018 -0.830 -0.663

=====

12
Properties=species:S:1:pos:R:3:forces:R:3 method="wB97M-V/def2-TZVPD" spin_multiplicity=3 homo_energy_ha="-0.1800 / -0.3540" s2=2.01 de_lowest_kj_mol=210.7 fmax_ha_per_bohr=0.196 orbital_gap_ev="5.771 / 7.793"
C 1.511 -0.978 0.429 -0.902 1.062 8.463
C 0.164 -0.469 0.883 0.269 0.864 -0.915
C -1.195 1.154 -0.596 -2.888 1.675 -1.104
N 1.725 -1.114 -0.809 0.827 -0.921 -9.983
N -0.719 -0.181 -0.495 4.095 -1.962 1.576
S 0.502 -0.700 -1.753 -0.617 0.586 2.332
H 2.313 -1.344 1.108 -1.062 0.392 -0.137
H -0.275 -1.314 1.423 -0.777 0.527 0.038
H 0.336 0.450 1.586 -1.052 -1.265 -1.422
H -1.961 1.211 -1.590 2.563 0.291 2.451
H -1.926 1.255 0.231 0.232 0.035 -0.336
H -0.474 2.029 -0.416 -0.689 -1.284 -0.963

=====

11
Properties=species:S:1:pos:R:3:forces:R:3 method="wB97M-V/def2-TZVPD" homo_energy_ha="-0.4012 / -0.4001" de_lowest_kj_mol=219.8 fmax_ha_per_bohr=0.086 orbital_gap_ev="8.629 / 7.117"
C 2.309 0.227 1.874 -0.579 -0.102 0.492
C 0.983 0.042 0.993 1.694 0.317 -2.274
O 0.094 -0.116 1.842 -1.115 -0.176 0.113
O -2.809 -0.475 -2.212 -0.908 -0.233 4.335
N -3.132 -0.551 -0.999 -2.098 -0.256 -3.175
O -4.225 -0.731 -0.482 3.031 0.493 -1.156
Cl 0.804 1.554 -0.217 0.051 -1.031 1.285
Cl 1.261 -1.396 -0.286 -0.256 0.937 1.331
H 3.185 0.378 1.216 -0.649 -0.111 0.423
H 2.078 1.042 2.577 0.405 0.136 -0.686
H 2.341 -0.651 2.537 0.423 0.026 -0.688

=====

57
Properties=species:S:1:pos:R:3:forces:R:3 method="wB97M-V/def2-TZVPD" homo_energy_ha=-0.6065 total_charge=+3 de_lowest_kj_mol=95.8 fmax_ha_per_bohr=0.021 orbital_gap_ev=5.205
Ta -0.912 4.180 0.014 -0.024 -0.615 -0.327
O -0.829 7.934 1.656 0.003 -0.072 -0.020
C -1.260 6.983 1.119 -0.122 0.090 0.019
O -0.509 5.836 0.858 0.109 -0.046 0.750
C -2.637 6.748 0.595 -0.003 -0.066 0.126
C -3.710 7.611 0.653 0.001 -0.037 0.001
C -4.930 7.158 0.154 -0.010 0.048 0.019
C -5.040 5.874 -0.376 -0.018 -0.052 -0.041
C -3.909 5.086 -0.397 0.109 0.095 -0.082
N -2.741 5.522 0.079 -0.034 0.064 -0.082
C -3.768 3.704 -0.939 -0.197 0.004 -0.103
O -4.606 3.023 -1.414 0.013 0.054 0.029
O -2.462 3.296 -0.784 0.487 0.208 -0.306
H -3.589 8.597 1.082 0.001 0.006 -0.009
H -5.797 7.806 0.184 -0.003 -0.004 -0.008
H -5.971 5.490 -0.771 -0.005 0.005 0.009
C 4.775 -1.082 1.083 -0.027 -0.039 0.006
C 4.138 -0.963 -0.289 0.007 -0.022 0.015
N 2.869 -0.181 -0.234 -0.048 -0.023 -0.022
C 2.984 1.138 -0.236 0.041 -0.018 -0.067
C 1.900 1.994 -0.173 -0.246 0.123 0.024
C 2.145 3.454 -0.188 0.332 -0.237 0.121
O 3.213 3.962 -0.256 -0.120 0.016 -0.115
O 0.998 4.191 -0.041 -0.258 0.428 -0.942
C 0.618 1.456 -0.112 0.224 0.018 -0.113
O -0.465 2.218 -0.121 -0.231 -0.031 1.010
C 0.475 0.048 -0.109 -0.040 0.050 0.044
C -0.794 -0.566 -0.061 0.009 -0.033 0.014
C -0.910 -1.913 -0.029 -0.017 0.034 -0.001
F -2.150 -2.414 0.005 0.010 -0.011 -0.002
C 0.221 -2.794 -0.024 0.004 -0.048 0.045
C 1.470 -2.173 -0.092 0.039 0.015 0.000
C 1.616 -0.781 -0.149 0.002 0.014 0.080
N 0.132 -4.163 0.042 -0.021 0.038 -0.070
C -1.086 -4.959 0.205 0.009 -0.013 0.028
C -1.132 -6.087 -0.812 -0.002 0.003 0.010
N 0.140 -6.928 -0.744 0.005 0.001 -0.007
C 1.105 -6.420 0.289 0.001 0.012 0.007
C 1.371 -4.941 0.077 0.003 -0.004 0.002
H 5.708 -1.637 1.001 0.000 -0.003 -0.005
H 4.123 -1.606 1.783 -0.003 0.008 0.004
H 5.009 -0.101 1.496 0.002 -0.001 0.003
H 3.920 -1.931 -0.726 0.011 0.011 -0.062
H 4.784 -0.447 -0.997 0.014 0.042 0.049
H 3.985 1.548 -0.300 -0.002 0.000 -0.005
H -1.692 0.035 -0.052 -0.002 -0.004 -0.015
H 2.355 -2.781 -0.083 0.005 -0.002 0.005
H -1.971 -4.361 0.047 -0.003 0.000 -0.015
H -1.154 -5.350 1.223 -0.003 0.009 0.004
H -1.206 -5.701 -1.826 0.002 0.002 0.001
H -1.978 -6.741 -0.619 -0.002 0.000 -0.010
H 0.594 -6.934 -1.659 0.000 -0.012 -0.002
H -0.091 -7.903 -0.544 -0.005 0.001 0.010
H 2.029 -6.987 0.200 0.000 0.002 -0.005
H 0.670 -6.627 1.264 0.005 -0.008 0.000
H 1.934 -4.798 -0.853 -0.003 -0.002 -0.001
H 2.016 -4.620 0.901 -0.002 0.000 0.002

=====

11
Properties=species:S:1:pos:R:3:forces:R:3 method="wB97M-V/def2-TZVPD" homo_energy_ha=-0.3008 de_lowest_kj_mol=293.5 fmax_ha_per_bohr=0.011 orbital_gap_ev=8.846
C -1.014 0.100 -0.134 -0.062 0.067 0.049
C -0.618 -0.642 -1.407 0.393 0.008 -0.120
O 0.510 -0.650 -1.832 -0.542 -0.014 0.153
C 1.978 1.220 1.189 -0.332 -0.354 -0.105
N 1.028 0.450 1.080 0.242 0.189 0.020
C -0.060 -0.199 0.986 0.146 0.030 0.016
H -0.987 1.177 -0.342 0.022 -0.122 -0.104
H -2.043 -0.148 0.136 0.106 -0.066 0.031
H -1.425 -1.200 -1.925 0.084 0.103 -0.020
H 2.855 0.930 0.595 -0.079 0.031 0.107
H -0.225 -1.039 1.653 0.023 0.128 -0.026